# 1
Entry from the Open Molecules 2025 dataset: 5 unconnected molecules or ions with the total composition C15H41BO23P4 at a distorted geometry (ωB97M-V/def2-TZVPD).

The geometry in XYZ format:
```
84
Properties=species:S:1:pos:R:3:forces:R:3:lowdin_charge:R:1
O -1.262184 -1.072920 0.171194 -0.79 7.39 4.43 -0.034
C -1.373844 0.062443 0.910628 -0.84 -5.86 -4.24 -0.210
O -2.568439 0.896745 0.706672 3.04 -2.03 0.24 -0.002
C -0.167646 0.333799 1.994775 -0.45 2.42 -1.27 -0.065
O -0.412234 -0.249574 3.328286 0.43 -3.91 -1.18 -0.042
C -0.432656 -1.721601 3.293636 -4.82 -3.80 -2.14 -0.208
O -1.498411 -2.470288 2.894924 7.41 5.71 2.95 0.035
O 0.763939 -2.429930 3.777199 -1.24 1.09 -3.47 0.129
B 1.524091 -3.058156 2.676544 0.90 -0.72 -1.76 -0.455
O 1.162296 -2.950243 1.221645 2.37 1.18 3.69 0.065
O 2.765050 -3.856669 2.959616 -3.86 0.61 0.62 0.052
H -3.021636 0.547426 -0.116109 1.07 0.08 1.30 0.126
H -0.105806 1.512115 2.160815 -0.16 -2.71 -0.23 0.142
H 0.829168 -0.016173 1.491433 -2.03 0.36 0.93 0.132
H 2.018807 -2.600514 0.807578 -1.61 -0.82 0.47 0.124
H 2.445791 -4.666508 3.456277 0.79 1.35 -0.60 0.113
C -0.958485 5.720062 1.066284 -0.44 0.16 0.59 -0.151
O 0.107598 5.341528 0.217361 -1.92 1.10 -2.77 -0.264
P -0.265849 4.011006 -0.823418 6.62 -6.57 4.86 0.756
O -0.149786 3.038428 0.354415 -1.43 0.86 -0.75 -0.272
O 1.218126 4.158681 -1.527101 -1.39 0.61 -0.44 -0.254
C 1.532338 5.396753 -2.136075 0.37 0.49 -0.11 -0.141
O -0.639203 2.680471 -1.864166 -1.82 3.07 0.27 -0.237
C -0.782011 3.004104 -3.231759 0.15 -0.25 -1.10 -0.149
H -0.658545 6.602754 1.636736 0.07 -0.07 -0.19 0.088
H -1.841632 5.964810 0.470844 -0.06 0.15 0.27 0.080
H -1.197929 4.915368 1.768780 0.02 0.03 -0.17 0.080
H 2.143985 5.990720 -1.451223 -0.14 0.09 -0.11 0.086
H 0.624806 5.952975 -2.394386 0.27 0.15 -0.05 0.080
H 2.101522 5.207577 -3.048320 -0.09 -0.07 0.05 0.089
H 0.202220 3.029786 -3.710022 -0.17 0.00 -0.05 0.075
H -1.280160 3.966386 -3.352013 -0.10 -0.03 -0.30 0.076
H -1.383795 2.228520 -3.715100 0.14 0.15 0.09 0.092
C -8.707407 -4.265719 5.133458 -0.57 -0.39 -0.16 -0.157
O -7.650412 -3.613907 5.810507 0.90 1.53 -3.05 -0.269
P -6.077370 -4.160642 5.341903 1.83 -4.60 9.25 0.736
O -6.272769 -5.453007 6.140829 -0.26 0.45 -1.91 -0.271
O -5.400690 -3.030519 6.333914 -0.28 0.11 -1.52 -0.257
C -5.719956 -1.673352 6.091896 -0.19 0.59 0.18 -0.142
O -4.504324 -4.707362 4.873397 -2.40 1.32 -2.14 -0.246
C -3.746146 -3.788573 4.114165 0.90 0.28 -0.28 -0.170
H -9.654283 -3.814881 5.441184 0.20 0.08 0.00 0.087
H -8.590451 -4.144786 4.053600 -0.30 -0.06 0.02 0.078
H -8.729748 -5.330729 5.385688 0.11 0.12 -0.05 0.080
H -6.504484 -1.358071 6.785470 0.01 0.06 -0.18 0.086
H -6.059096 -1.523725 5.061210 0.00 0.25 0.19 0.080
H -4.829445 -1.065025 6.261830 -0.01 -0.11 -0.04 0.089
H -3.241138 -3.084585 4.783100 -0.08 0.02 -0.16 0.081
H -4.382414 -3.246618 3.414132 0.33 0.13 -0.19 0.081
H -2.986741 -4.340191 3.551746 -0.22 0.15 0.10 0.083
C 3.599795 0.790925 3.430064 -0.60 0.25 0.54 -0.133
O 4.482787 0.048790 2.611497 2.14 2.90 -0.31 -0.256
P 4.563444 0.613507 0.978229 -4.74 -8.63 -3.58 0.754
O 3.193579 -0.004694 0.681630 0.50 1.67 0.45 -0.265
O 5.725014 -0.512149 0.657586 0.12 1.56 0.31 -0.256
C 6.912491 -0.462903 1.425621 0.51 -0.29 0.43 -0.139
O 4.644102 1.178124 -0.655042 0.78 1.97 2.70 -0.242
C 5.851337 1.817273 -1.014923 0.55 0.19 -0.62 -0.154
H 3.661646 0.408977 4.452225 0.13 -0.02 -0.18 0.096
H 3.884912 1.845960 3.426945 -0.18 -0.03 0.26 0.083
H 2.567818 0.686060 3.080218 0.15 0.05 -0.02 0.066
H 6.855504 -1.205860 2.226057 0.08 0.19 0.01 0.091
H 7.063775 0.531986 1.858090 0.19 -0.21 0.08 0.080
H 7.760814 -0.699548 0.780410 -0.10 0.04 -0.02 0.089
H 6.596941 1.066947 -1.296335 0.05 0.09 0.09 0.086
H 6.227258 2.426205 -0.192436 0.24 0.17 -0.22 0.077
H 5.663247 2.462158 -1.878659 -0.02 -0.06 0.19 0.088
C 3.389546 0.567105 -6.636865 0.59 0.49 -0.01 -0.151
O 2.364154 -0.324737 -6.244846 -0.63 -0.68 -3.47 -0.257
P 0.776857 0.191043 -6.700295 -2.65 1.56 10.07 0.745
O 0.783372 1.242746 -5.586494 0.33 0.17 -1.98 -0.266
O 0.158098 -1.210908 -6.091337 0.34 0.50 -1.56 -0.253
C 0.632480 -2.426624 -6.638512 0.29 -0.69 0.04 -0.138
O -0.810447 0.706784 -7.155651 2.40 -0.50 -2.29 -0.255
C -1.417041 -0.043137 -8.187690 -0.76 -0.30 -0.34 -0.157
H 4.356021 0.132863 -6.368756 -0.21 -0.10 -0.04 0.090
H 3.357077 0.721888 -7.718246 0.30 0.07 0.07 0.079
H 3.283984 1.527810 -6.122794 -0.09 -0.12 -0.08 0.079
H 1.398340 -2.844479 -5.979127 -0.02 0.00 -0.20 0.091
H 1.052388 -2.273952 -7.638556 0.03 -0.27 0.11 0.079
H -0.198909 -3.130737 -6.708980 0.01 0.12 0.01 0.090
H -1.888683 -0.936724 -7.766785 0.09 -0.02 -0.11 0.087
H -0.683058 -0.328929 -8.941473 -0.26 -0.10 -0.24 0.076
H -2.191258 0.570043 -8.658748 0.18 -0.06 0.05 0.088
```
Forces are in eV/Å.

The LUMO energy comes out at -0.105 hartree. The total charge is 0. For the molar mass, the calculation gives 724.18 g mol⁻¹. The SMILES is O=C(O)COC(=O)OB(O)O.COP(=O)(OC)OC.COP(=O)(OC)OC.COP(=O)(OC)OC.COP(=O)(OC)OC. The HOMO energy is -9.0 eV. The value obtained for the gap between HOMO and LUMO is 6.087 eV. The value obtained for the total energy is -3716.54918 hartree.

=====

# 2
Entry from the Open Molecules 2025 dataset: C10H16O in the gas phase at a distorted geometry (ωB97M-V/def2-TZVPD).

The geometry in XYZ format:
```
27
Properties=species:S:1:pos:R:3:forces:R:3:lowdin_charge:R:1
C -1.189730 -0.363573 -0.897713 -0.28 0.73 1.67 -0.338
C 0.280815 -0.645239 -1.086922 1.18 -0.64 -2.86 -0.280
C 0.919015 -1.447419 -0.017073 2.09 -0.05 2.81 -0.134
C 0.875325 -0.588765 1.323161 -2.49 2.37 -4.03 -0.239
C 1.531148 0.901422 1.144384 -0.31 -1.53 1.34 -0.084
C 1.112204 1.582584 -0.215013 -3.78 2.35 3.69 -0.292
C 1.090865 0.692319 -1.343102 -0.20 -3.10 -5.14 -0.167
C -0.482273 1.754811 0.148510 -2.06 1.65 -2.40 -0.131
C -1.306165 0.452633 0.396679 0.31 -0.42 1.24 -0.242
C -0.643938 -0.472883 1.501097 -1.07 0.31 -1.47 -0.135
H -1.777350 -2.073470 -1.488045 1.12 -4.10 -6.09 0.000
H -1.493647 0.354106 -1.670100 -0.47 -0.77 -0.54 0.141
H 0.194847 -1.352405 -2.025252 1.00 1.52 1.06 0.175
H 1.967546 -1.855527 -0.095428 -0.78 0.84 -1.01 0.133
H 0.338213 -2.334676 0.118687 -0.43 -0.68 0.42 0.096
H 1.073200 -1.087108 2.191357 2.02 -1.31 2.07 0.092
H 2.627355 0.646502 1.206191 -0.81 1.11 0.27 0.110
H 1.030749 1.542955 2.054175 1.99 -1.38 -2.11 0.157
H 1.599672 2.623280 -0.375907 -0.77 -1.88 0.27 0.163
H 0.625783 0.930960 -2.470045 1.26 0.75 3.09 0.178
H 2.141500 0.442005 -1.538179 -0.12 -0.42 -0.40 0.112
H -1.083834 2.262768 -0.804813 1.70 -0.92 2.19 0.155
H -0.775795 2.373706 1.008711 0.90 0.32 -0.25 0.095
H -2.385715 0.735532 0.737878 1.79 -0.54 -0.96 0.170
H -0.864124 -0.164733 2.521428 -0.45 -0.08 0.00 0.110
H -1.045337 -1.477940 1.179366 0.00 0.92 1.56 0.116
O -1.912082 -1.595161 -0.784258 -1.32 4.94 5.57 0.037
```
Forces are in eV/Å.

The LUMO energy comes out at 0.028 hartree. The total charge is 0. For the molar mass, the calculation gives 152.24 g mol⁻¹. The SMILES is O[C@H]1[C@@H]2C[C@H]3C[C@@H](C2)C[C@@H]1C3. The HOMO energy is -9.6 eV. The value obtained for the gap between HOMO and LUMO is 10.411 eV. The value obtained for the total energy is -465.76578 hartree.

=====

# 3
Entry from the Open Molecules 2025 dataset: a molecular structure, C46H43N6O2P2S2Sn at a distorted geometry (ωB97M-V/def2-TZVPD).

The geometry in XYZ format:
```
102
Properties=species:S:1:pos:R:3:forces:R:3:lowdin_charge:R:1
Sn -0.503634 -0.034335 0.101499 -0.47 -0.11 -0.30 1.260
C 1.708031 0.391028 -2.889021 -0.33 0.00 0.24 -0.214
P -0.048533 0.879227 -2.501400 0.44 0.25 -1.21 0.994
C -0.951736 -0.031323 -3.791219 -0.18 0.18 0.43 -0.381
C -1.744278 0.656616 -4.704424 0.13 0.02 0.11 -0.075
C -2.462335 -0.050303 -5.653562 -0.07 0.03 -0.11 -0.041
C -2.408848 -1.434440 -5.675695 0.02 0.03 0.05 -0.036
C -1.635222 -2.124109 -4.750414 0.05 -0.08 0.03 -0.052
C -0.908306 -1.424637 -3.802626 0.10 0.04 0.07 -0.101
C -0.068412 2.625511 -2.979723 -0.13 -0.18 0.55 -0.388
C -0.595730 3.533681 -2.068961 -0.04 -0.23 0.07 -0.105
C -0.572917 4.886960 -2.345812 0.02 0.20 0.02 -0.047
C -0.012579 5.335278 -3.532770 -0.11 -0.04 0.14 -0.033
C 0.495155 4.431649 -4.455259 0.11 -0.05 -0.03 -0.037
C 0.481241 3.076200 -4.179888 -0.14 -0.13 0.05 -0.081
C 2.201558 -0.606025 -1.928678 0.04 0.10 0.39 -0.323
C 3.181779 -1.600588 -2.162377 0.46 -0.74 0.54 0.036
C 3.441452 -2.181491 -0.944936 0.19 0.10 -0.95 0.036
C 2.618743 -1.512544 0.002545 -0.35 0.48 -0.32 -0.307
C 2.740150 -1.675244 1.460264 -0.05 -0.14 0.36 -0.231
P 1.710101 -0.633458 2.568555 0.36 0.31 0.43 0.958
C 2.412430 -0.991618 4.193120 -0.15 0.03 -0.25 -0.403
C 2.773001 0.044064 5.056054 0.04 -0.12 -0.14 -0.098
C 3.345331 -0.259396 6.277959 -0.01 0.04 0.04 -0.046
C 3.534537 -1.582832 6.651713 -0.06 0.00 -0.02 -0.036
C 3.147540 -2.614825 5.805972 0.01 0.02 0.06 -0.047
C 2.573198 -2.322085 4.583419 0.00 0.04 -0.06 -0.103
C 2.158933 1.102958 2.194421 -0.18 -0.45 0.03 -0.392
C 3.494398 1.492252 2.123679 -0.12 0.01 -0.04 -0.070
C 3.800512 2.823022 1.890728 0.17 -0.06 -0.02 -0.032
C 2.793300 3.758961 1.710198 -0.06 -0.01 -0.02 -0.033
C 1.464042 3.372298 1.782322 0.01 0.08 -0.02 -0.053
C 1.147355 2.047239 2.033556 -0.16 -0.16 0.10 -0.171
N 1.840328 -0.587917 -0.611080 -0.33 0.07 0.05 -0.058
H 1.802508 0.016364 -3.913182 -0.10 0.16 0.12 0.120
H 2.300538 1.311429 -2.800975 0.04 -0.11 0.02 0.123
H -1.797361 1.735015 -4.669434 -0.07 0.06 -0.05 0.109
H -3.071876 0.486472 -6.365682 -0.05 0.00 -0.03 0.100
H -2.969883 -1.975884 -6.420051 -0.06 -0.11 -0.09 0.120
H -1.594544 -3.203143 -4.779791 0.01 -0.06 0.02 0.117
H -0.291899 -1.954842 -3.079069 -0.04 -0.08 -0.07 0.106
H -1.022961 3.154462 -1.142806 -0.01 0.19 -0.03 0.067
H -0.982823 5.594505 -1.641508 -0.05 0.06 0.05 0.117
H 0.024500 6.393402 -3.737162 -0.03 0.11 -0.06 0.122
H 0.910616 4.788698 -5.385584 0.04 0.00 -0.06 0.123
H 0.862439 2.366928 -4.898846 0.11 -0.03 -0.14 0.119
H 3.632061 -1.828747 -3.109065 0.11 -0.04 -0.18 0.132
H 4.151374 -2.953575 -0.722464 0.17 -0.18 0.03 0.131
H 2.644520 -2.735661 1.731415 0.00 0.20 0.04 0.115
H 3.767080 -1.390527 1.731333 0.00 -0.17 0.00 0.122
H 2.620095 1.073144 4.764356 0.05 0.07 0.02 0.107
H 3.655651 0.543088 6.929851 0.01 0.03 0.10 0.121
H 3.975195 -1.812670 7.608224 0.11 -0.02 0.11 0.121
H 3.303659 -3.643450 6.094130 -0.01 -0.07 0.05 0.121
H 2.248513 -3.127081 3.937752 0.03 -0.08 -0.02 0.096
H 4.293513 0.780580 2.276441 0.07 -0.05 0.03 0.119
H 4.836964 3.126600 1.864014 0.05 0.05 -0.04 0.125
H 3.046779 4.791863 1.530971 0.02 0.11 -0.01 0.123
H 0.679546 4.106117 1.674924 -0.07 0.08 -0.01 0.116
H 0.107985 1.754764 2.177141 0.02 0.07 0.03 0.037
N -4.931570 5.021638 0.593905 -0.14 0.64 -0.23 0.215
C -4.638155 3.984880 0.973578 0.06 -0.09 0.07 -0.167
C -4.260838 2.691295 1.423403 0.07 -0.57 0.17 -0.181
C -5.174668 1.840102 2.047592 0.32 0.05 -0.08 0.038
C -4.738540 0.579609 2.422158 0.02 0.08 -0.10 -0.009
C -3.433818 0.212268 2.143432 -0.06 -0.16 0.14 -0.161
N -2.551472 1.025666 1.564261 0.14 0.18 -0.16 -0.046
C -2.957549 2.240918 1.220572 -0.11 0.22 0.08 -0.097
H -6.187233 2.165077 2.233267 -0.07 0.03 -0.02 0.140
H -5.409965 -0.111314 2.905402 -0.04 -0.10 0.06 0.123
H -3.064232 -0.772799 2.394504 -0.04 -0.11 0.03 0.071
H -2.213433 2.895072 0.780206 -0.10 0.10 -0.08 0.111
S -0.620301 -2.123957 3.033333 0.15 -0.23 -0.53 0.636
C -0.909509 -1.438725 4.539323 -0.10 0.18 0.68 -1.064
N -1.319519 -2.111736 5.596496 0.03 -0.02 -0.45 -0.019
C -1.406523 -1.420411 6.867868 -0.09 0.05 0.69 -0.171
C -1.207302 0.075865 6.607740 -0.01 0.32 -0.11 -0.342
S -0.689847 0.247321 4.862280 -0.15 -0.25 -0.01 0.975
H -1.500722 -3.107496 5.564871 0.12 0.04 -0.21 0.165
H -0.636932 -1.820621 7.537624 -0.12 0.10 -0.10 0.138
H -2.383740 -1.603794 7.322604 0.15 -0.02 -0.05 0.138
H -0.440189 0.518583 7.239231 -0.01 -0.10 0.00 0.090
H -2.126904 0.645851 6.730086 0.04 -0.07 0.02 0.088
O -5.177317 1.532244 -6.590465 0.15 -0.21 -0.31 -0.035
C -5.683378 2.191453 -5.460299 -0.25 0.77 0.19 -0.222
N -5.566391 1.263584 -4.361437 -0.16 -0.14 -0.29 0.116
C -4.722481 1.477983 -3.337114 -0.14 -0.12 -0.03 -0.452
O -4.160385 2.533898 -3.123564 0.23 0.14 0.12 0.073
C -4.448341 0.299429 -2.440669 0.13 -0.12 0.22 -0.074
C -5.218765 -0.845427 -2.268459 0.38 0.20 0.09 0.041
C -4.734836 -1.836053 -1.424097 0.03 -0.07 0.06 -0.009
C -3.496619 -1.684133 -0.825683 -0.15 -0.28 0.10 -0.120
N -2.766258 -0.578429 -0.970322 0.42 0.03 0.05 -0.070
C -3.257466 0.387587 -1.732685 -0.04 0.33 -0.15 -0.130
H -5.476972 1.964187 -7.399009 -0.07 0.02 0.09 0.111
H -6.738318 2.478745 -5.593792 0.30 -0.11 -0.01 0.143
H -5.088341 3.082001 -5.204392 -0.27 -0.27 -0.03 0.135
H -5.899306 0.334438 -4.573203 0.06 0.00 0.16 0.146
H -6.173745 -0.972546 -2.753553 -0.13 0.01 -0.07 0.131
H -5.315280 -2.723680 -1.233589 -0.01 -0.15 -0.02 0.123
H -3.072852 -2.458764 -0.197909 -0.08 -0.08 0.00 0.120
H -2.691924 1.311282 -1.807017 -0.04 0.03 -0.10 0.089
```
Forces are in eV/Å.

The LUMO energy (spin up / spin down) comes out at -0.344 / -0.350 hartree. The total charge is +3. For the molar mass, the calculation gives 956.68 g mol⁻¹. The HOMO energy (spin up / spin down) is -15.3 / -15.6 eV. The value obtained for the gap between HOMO and LUMO (spin up / spin down) is 5.893 / 6.103 eV. The value obtained for the total energy is -3950.22916 hartree.

=====

# 4
Entry from the Open Molecules 2025 dataset: 4 unconnected molecules or ions with the total composition C4H15NO3 at a distorted geometry (ωB97M-V/def2-TZVPD).

The geometry in XYZ format:
```
23
Properties=species:S:1:pos:R:3:forces:R:3:lowdin_charge:R:1
C -1.257657 1.839321 1.291561 -2.46 1.43 0.13 -0.130
C -0.057038 0.842223 1.744688 -0.47 0.64 0.33 -0.120
C 0.847976 0.445437 0.648834 1.39 -1.25 0.56 -0.168
C 1.315323 -0.831578 0.618601 -0.28 2.21 1.46 0.048
N -2.029582 1.084622 0.308340 2.99 2.10 1.32 0.272
H -1.086769 2.886573 0.893579 0.71 -1.49 0.31 0.156
H -1.870416 2.010245 2.229263 0.60 -0.53 -0.95 0.155
H -0.522119 -0.068984 2.103807 -0.21 -0.04 0.42 0.106
H 0.308802 1.422296 2.632405 0.19 -0.37 -0.86 0.161
H 1.288756 1.223758 0.029853 -0.31 -0.18 -0.40 0.116
H 1.296686 -1.515278 1.441570 -1.28 -0.18 0.65 0.090
H 2.004391 -1.235598 -0.030038 1.45 -0.06 -2.09 0.051
H -1.512341 1.139885 -0.573386 -1.04 -0.36 -0.25 0.136
H -2.241811 0.200493 0.696304 -0.96 -1.72 -0.22 0.105
H 2.987710 0.040273 -1.662909 0.00 0.38 -0.63 0.044
H 1.538926 0.407637 -1.856424 1.06 0.06 -1.00 -0.016
O 2.422115 0.551482 -2.272460 -0.68 -0.37 1.39 -0.062
H -1.497658 -3.092631 0.737707 0.23 0.45 -0.05 0.078
H -0.427077 -2.149735 0.118868 0.37 -0.29 -0.43 -0.006
O -1.139123 -2.187713 0.749863 -0.98 -0.12 0.38 -0.049
H -0.761087 -1.569213 -2.286002 0.29 -0.63 -0.70 0.062
H -0.452438 -0.303390 -1.720231 0.66 0.20 -0.29 0.007
O -0.020419 -0.947080 -2.308205 -1.27 0.14 0.93 -0.035
```
Forces are in eV/Å.

The LUMO energy (spin up / spin down) comes out at -0.132 / -0.319 hartree. The total charge is +1. For the molar mass, the calculation gives 125.17 g mol⁻¹. The spin multiplicity is 2. The HOMO energy (spin up / spin down) is -14.1 / -14.1 eV. The value obtained for the gap between HOMO and LUMO (spin up / spin down) is 10.554 / 5.454 eV. The value obtained for the total energy is -441.46918 hartree.